{"formula": "C3H8O6P2", "method": "the ωB97M-V functional and the def2-TZVPD basis", "smiles": "[O-]P([O-])(O)=C(O)[C@@H](CO)OP", "total_energy_ha": -1253.23384, "homo_energy_ev": 0.79, "charge": -2, "orbital_gap_ev": 5.6231, "species": ["C", "C", "C", "O", "O", "O", "O", "O", "O", "P", "P", "H", "H", "H", "H", "H", "H", "H", "H"], "xyz": [[1.0558, -1.7758, 0.1276], [0.7544, -0.3291, 0.4058], [-0.1526, 0.4721, -0.5653], [-2.0457, 1.2569, 1.3829], [-2.6390, -1.0153, 0.0982], [-2.7405, 1.3974, -0.9972], [-0.1030, -2.5055, 0.3309], [1.9923, 0.3783, 0.5528], [-0.2439, -0.0559, -1.8969], [2.1311, 1.8858, -0.0850], [-1.8831, 0.3955, 0.1502], [1.8750, -2.0808, 0.7848], [1.2913, -1.8129, -1.0182], [0.2419, -0.2105, 1.4506], [-0.8420, -2.0483, -0.0093], [-2.3071, 2.2291, -0.6301], [-0.9307, -0.7270, -1.7520], [3.1236, 2.0539, 0.7564], [1.4223, 2.4921, 0.9139]], "forces_ev_per_angstrom": [[-0.060, 1.212, -2.410], [-1.569, 2.152, 1.098], [-0.783, -0.572, 1.931], [0.559, -0.754, 0.257], [2.304, 2.563, -0.441], [1.588, 0.468, 1.223], [1.351, -2.564, 1.256], [1.316, -1.328, -0.042], [-0.064, -0.868, -0.077], [-2.638, -0.808, -1.908], [-2.196, -0.179, -0.630], [-0.087, -0.449, -0.292], [0.435, -0.117, 1.831], [0.759, -0.492, -1.504], [-2.047, 1.237, -0.429], [-1.022, -1.142, -0.970], [0.074, -0.153, -0.972], [3.251, 0.499, 1.648], [-1.172, 1.295, 0.431]]}

{"formula": "C52H54F8NO2P2", "method": "the ωB97M-V functional and the def2-TZVPD basis", "total_energy_ha": -3700.53889, "homo_energy_ev": -10.15, "charge": 1, "orbital_gap_ev": 7.4708, "species": ["C", "C", "P", "C", "C", "N", "P", "O", "O", "H", "H", "H", "H", "H", "H", "H", "H", "H", "H", "H", "H", "H", "H", "F", "C", "C", "C", "C", "C", "C", "H", "H", "H", "H", "H", "F", "C", "C", "C", "C", "C", "C", "H", "H", "H", "H", "H", "F", "C", "C", "C", "C", "C", "C", "H", "H", "H", "H", "H", "F", "C", "C", "C", "C", "C", "C", "H", "H", "H", "H", "H", "F", "C", "C", "C", "C", "C", "C", "H", "H", "H", "H", "H", "F", "C", "C", "C", "C", "C", "C", "H", "H", "H", "H", "H", "F", "C", "C", "C", "C", "C", "C", "H", "H", "H", "H", "H", "F", "C", "C", "C", "C", "C", "C", "H", "H", "H", "H", "H"], "xyz": [[1.4897, -6.3387, -2.4951], [0.6452, -5.6068, -3.5693], [1.5147, -4.8013, -4.9557], [2.8682, -3.7344, -4.3595], [4.2867, -4.3037, -4.4987], [2.2767, -6.1640, -5.9140], [1.6372, -5.9900, -7.6710], [2.8049, -6.8447, -8.4338], [0.3789, -7.0122, -7.6454], [1.1158, -6.0811, -1.5126], [2.5408, -6.0953, -2.5736], [1.3542, -7.4079, -2.5970], [-0.0200, -6.3313, -4.0312], [0.0058, -4.8386, -3.1520], [2.6824, -3.4735, -3.3213], [2.8224, -2.8027, -4.9075], [4.9862, -3.6843, -3.9599], [4.5969, -4.2418, -5.5401], [4.3646, -5.3398, -4.1820], [3.2991, -6.1067, -5.9520], [2.0275, -7.0814, -5.5247], [3.4050, -7.2972, -7.8156], [0.2563, -7.4707, -6.7977], [2.4766, -9.0393, -5.4694], [3.3085, -9.4162, -4.4439], [3.5206, -10.7593, -4.2331], [4.3637, -11.1410, -3.2010], [4.9695, -10.1830, -2.3992], [4.7369, -8.8362, -2.6301], [3.9008, -8.4445, -3.6654], [3.0340, -11.4895, -4.8656], [4.5477, -12.1909, -3.0231], [5.6231, -10.4874, -1.5944], [5.2048, -8.0885, -2.0048], [3.7134, -7.3954, -3.8602], [2.2934, -0.8440, -2.0201], [1.1060, -1.1118, -1.4362], [0.7705, -0.4794, -0.2591], [-0.4531, -0.7636, 0.3284], [-1.3167, -1.6783, -0.2614], [-0.9573, -2.3067, -1.4449], [0.2619, -2.0183, -2.0416], [1.4591, 0.2253, 0.1883], [-0.7336, -0.2705, 1.2493], [-2.2687, -1.8992, 0.2015], [-1.6291, -3.0197, -1.9053], [0.5657, -2.4832, -2.9698], [7.1557, -3.1997, -3.4523], [7.9088, -2.3400, -4.1849], [8.6606, -2.8366, -5.2287], [9.4244, -1.9534, -5.9772], [9.4302, -0.6006, -5.6686], [8.6673, -0.1269, -4.6106], [7.8943, -1.0003, -3.8603], [8.6485, -3.8965, -5.4461], [10.0173, -2.3237, -6.8020], [10.0303, 0.0836, -6.2519], [8.6743, 0.9260, -4.3658], [7.2886, -0.6513, -3.0345], [-1.2293, 2.7050, 2.2829], [-2.4217, 2.4324, 2.8607], [-2.7524, 3.0686, 4.0386], [-3.9774, 2.7897, 4.6253], [-4.8443, 1.8797, 4.0360], [-4.4879, 1.2491, 2.8528], [-3.2682, 1.5279, 2.2537], [-2.0600, 3.7695, 4.4852], [-4.2551, 3.2843, 5.5464], [-5.7969, 1.6635, 4.4996], [-5.1605, 0.5378, 2.3933], [-2.9761, 1.0533, 1.3256], [-2.7411, 4.4732, 8.5247], [-3.9926, 4.2104, 8.9541], [-4.8407, 5.2626, 9.2326], [-6.1271, 4.9840, 9.6688], [-6.5441, 3.6694, 9.8267], [-5.6729, 2.6272, 9.5428], [-4.3863, 2.8958, 9.0996], [-4.4950, 6.2804, 9.1105], [-6.8044, 5.7959, 9.8860], [-7.5475, 3.4585, 10.1714], [-5.9936, 1.6020, 9.6674], [-3.6929, 2.0986, 8.8668], [3.4764, 6.0253, 0.5436], [2.7228, 5.1436, -0.1406], [2.9762, 4.9487, -1.4839], [2.2005, 4.0364, -2.1837], [1.1847, 3.3439, -1.5391], [0.9442, 3.5593, -0.1887], [1.7211, 4.4631, 0.5219], [3.7683, 5.5049, -1.9670], [2.3887, 3.8670, -3.2357], [0.5811, 2.6380, -2.0898], [0.1494, 3.0249, 0.3129], [1.5555, 4.6421, 1.5759], [-0.5977, 2.8957, -4.1239], [-0.7403, 4.0099, -4.8780], [-1.0017, 3.8751, -6.2256], [-1.1493, 5.0206, -6.9935], [-1.0269, 6.2734, -6.4095], [-0.7601, 6.3825, -5.0519], [-0.6183, 5.2437, -4.2730], [-1.0877, 2.8887, -6.6613], [-1.3609, 4.9338, -8.0503], [-1.1400, 7.1638, -7.0124], [-0.6613, 7.3576, -4.5954], [-0.4160, 5.3056, -3.2120], [-6.8619, 8.4401, 10.9524], [-8.0454, 8.1888, 11.5497], [-8.3548, 8.8349, 12.7285], [-9.5759, 8.5720, 13.3312], [-10.4609, 7.6686, 12.7580], [-10.1258, 7.0270, 11.5745], [-8.9106, 7.2910, 10.9607], [-7.6489, 9.5303, 13.1618], [-9.8368, 9.0747, 14.2522], [-11.4099, 7.4653, 13.2346], [-10.8101, 6.3191, 11.1275], [-8.6371, 6.8103, 10.0321]], "forces_ev_per_angstrom": [[-0.750, 0.318, -0.212], [1.363, -1.013, 0.163], [-2.055, 1.622, -0.750], [0.924, -0.732, 0.319], [-0.371, 0.249, -0.453], [0.135, -0.484, 0.248], [-0.088, 0.372, -1.540], [0.053, 0.206, 1.292], [0.548, 0.212, 1.190], [0.163, 0.106, 0.280], [0.189, 0.082, 0.232], [0.211, -0.253, -0.039], [-0.344, 0.047, -0.194], [-0.047, 0.318, 0.017], [-0.231, -0.143, 0.242], [-0.240, 0.146, -0.226], [0.241, -0.042, 0.289], [0.110, -0.121, -0.213], [0.157, -0.069, 0.303], [-0.004, -0.009, 0.232], [0.365, -0.081, 0.057], [-0.112, -0.348, -0.668], [-0.295, -0.300, -0.492], [-0.069, 0.222, -0.036], [0.284, -0.206, 0.334], [-0.165, -0.149, -0.201], [0.041, 0.103, 0.060], [0.007, -0.037, 0.021], [0.013, -0.059, 0.006], [-0.078, 0.160, -0.239], [0.004, 0.008, -0.010], [-0.017, -0.024, -0.008], [0.009, -0.001, 0.011], [0.012, 0.029, -0.011], [0.045, -0.100, 0.039], [0.015, -0.034, -0.014], [-0.115, -0.016, 0.051], [0.175, 0.220, 0.169], [-0.062, -0.115, -0.111], [-0.041, 0.004, 0.046], [0.027, 0.036, 0.058], [0.016, -0.155, -0.118], [0.002, 0.025, -0.040], [0.037, 0.020, 0.020], [-0.010, -0.005, 0.003], [-0.025, 0.021, -0.027], [-0.050, 0.057, -0.068], [0.006, -0.029, 0.017], [0.128, 0.151, -0.111], [-0.039, -0.209, -0.038], [-0.021, 0.088, 0.040], [0.026, 0.024, -0.031], [0.034, -0.058, -0.069], [-0.136, 0.055, 0.159], [0.001, -0.001, 0.021], [0.016, -0.023, -0.002], [0.008, 0.010, -0.002], [-0.017, 0.017, 0.012], [0.015, -0.021, 0.016], [0.024, -0.042, -0.021], [-0.176, -0.021, 0.095], [0.135, 0.139, 0.086], [-0.042, -0.066, -0.035], [-0.046, -0.012, 0.030], [0.013, 0.054, 0.083], [0.073, -0.119, -0.181], [0.005, 0.004, -0.018], [0.021, 0.009, 0.022], [-0.011, 0.001, 0.003], [-0.009, 0.001, -0.029], [0.017, 0.036, -0.009], [0.016, -0.002, -0.025], [-0.164, -0.024, 0.055], [0.060, 0.188, -0.034], [0.030, -0.152, -0.021], [-0.060, 0.002, 0.007], [-0.036, 0.107, 0.001], [0.125, -0.179, -0.066], [0.013, -0.006, -0.004], [0.071, 0.037, 0.038], [-0.006, -0.002, 0.011], [0.009, -0.022, -0.006], [0.028, 0.021, 0.013], [0.014, 0.010, 0.009], [-0.092, -0.102, -0.078], [0.126, 0.083, -0.090], [-0.038, -0.024, 0.083], [-0.007, -0.109, 0.031], [0.093, 0.007, -0.110], [-0.047, 0.025, 0.185], [0.009, 0.010, 0.028], [-0.006, 0.023, -0.021], [-0.025, -0.010, -0.012], [-0.010, 0.012, 0.036], [0.004, 0.029, -0.005], [-0.038, -0.057, -0.080], [-0.018, 0.176, -0.082], [-0.006, -0.183, -0.071], [0.020, 0.068, 0.069], [-0.003, 0.040, -0.036], [-0.016, -0.048, -0.088], [0.031, 0.019, 0.201], [-0.011, -0.007, 0.023], [0.004, -0.018, -0.018], [-0.002, 0.011, -0.003], [-0.008, 0.010, 0.026], [0.016, -0.026, -0.003], [0.018, -0.010, -0.013], [-0.132, -0.022, 0.076], [0.113, 0.122, 0.084], [-0.031, -0.076, -0.078], [-0.039, -0.006, 0.043], [0.017, 0.073, 0.100], [-0.009, -0.108, -0.167], [0.011, 0.003, -0.023], [0.014, 0.011, 0.020], [-0.010, -0.002, 0.004], [-0.009, 0.002, -0.029], [-0.027, 0.034, -0.032]]}

Please write out number 1 again, unchanged.
{"formula": "C3H8O6P2", "method": "the ωB97M-V functional and the def2-TZVPD basis", "smiles": "[O-]P([O-])(O)=C(O)[C@@H](CO)OP", "total_energy_ha": -1253.23384, "homo_energy_ev": 0.79, "charge": -2, "orbital_gap_ev": 5.6231, "species": ["C", "C", "C", "O", "O", "O", "O", "O", "O", "P", "P", "H", "H", "H", "H", "H", "H", "H", "H"], "xyz": [[1.0558, -1.7758, 0.1276], [0.7544, -0.3291, 0.4058], [-0.1526, 0.4721, -0.5653], [-2.0457, 1.2569, 1.3829], [-2.6390, -1.0153, 0.0982], [-2.7405, 1.3974, -0.9972], [-0.1030, -2.5055, 0.3309], [1.9923, 0.3783, 0.5528], [-0.2439, -0.0559, -1.8969], [2.1311, 1.8858, -0.0850], [-1.8831, 0.3955, 0.1502], [1.8750, -2.0808, 0.7848], [1.2913, -1.8129, -1.0182], [0.2419, -0.2105, 1.4506], [-0.8420, -2.0483, -0.0093], [-2.3071, 2.2291, -0.6301], [-0.9307, -0.7270, -1.7520], [3.1236, 2.0539, 0.7564], [1.4223, 2.4921, 0.9139]], "forces_ev_per_angstrom": [[-0.060, 1.212, -2.410], [-1.569, 2.152, 1.098], [-0.783, -0.572, 1.931], [0.559, -0.754, 0.257], [2.304, 2.563, -0.441], [1.588, 0.468, 1.223], [1.351, -2.564, 1.256], [1.316, -1.328, -0.042], [-0.064, -0.868, -0.077], [-2.638, -0.808, -1.908], [-2.196, -0.179, -0.630], [-0.087, -0.449, -0.292], [0.435, -0.117, 1.831], [0.759, -0.492, -1.504], [-2.047, 1.237, -0.429], [-1.022, -1.142, -0.970], [0.074, -0.153, -0.972], [3.251, 0.499, 1.648], [-1.172, 1.295, 0.431]]}